(1)
Here is a molecular structure, C25H34Cl2N7O4SSn from the Open Molecules 2025 dataset. Energies are from ωB97M-V/def2-TZVPD.

Calculated values
M	718.28	g mol⁻¹
HOMO energy (alpha / beta)	-10.2 / -10.2	eV
HOMO-LUMO gap (alpha / beta)	0.2701 / 0.2343	Eh
energy relative to the best compared isomer or geometry (same formula, charge and spin)	218.1	kJ/mol
net charge	+1

```
74
Properties=species:S:1:pos:R:3:forces:R:3
Sn -0.76826 1.92516 1.34746 -0.28 0.52 -0.36
Cl -1.63403 5.32306 4.96625 0.01 0.03 -0.02
Cl -4.27054 4.73885 3.83949 -0.04 0.04 -0.02
S -1.51998 1.16927 -2.11633 -0.06 -0.48 -0.48
O -0.41208 3.43157 -1.31243 -0.30 -0.65 -0.25
O -1.36774 4.22755 1.62515 -0.05 -0.39 -0.14
O 3.17502 1.84182 -1.93028 -0.02 -0.04 -0.08
O -2.03599 2.78345 3.15050 0.12 -0.50 -0.31
N -4.08636 -0.98078 4.19118 -0.09 -0.02 -0.05
N -4.58122 -0.61453 1.93903 -0.76 -0.19 -0.66
N -2.63634 0.57451 1.07499 -0.09 0.11 0.15
N 1.06018 1.45989 -2.62248 -0.05 0.92 0.46
N -1.27001 2.55408 -1.00349 0.67 0.77 0.85
N 0.22998 -0.72475 -2.73760 0.09 0.24 -0.14
N -6.01199 -1.80687 3.22329 -0.03 -0.06 0.05
C 4.67606 -1.32176 -4.30859 0.03 -0.04 -0.01
C -1.69271 -1.78643 -3.92201 0.25 0.00 0.01
C 2.86251 -0.83840 -5.81724 -0.05 -0.03 -0.07
C -4.87569 -1.11489 3.11370 0.39 0.14 0.25
C 2.96622 0.24786 -3.67446 0.15 -0.12 -0.10
C 2.46719 1.21755 -2.67318 0.03 0.03 0.13
C 0.21891 -0.21886 3.12151 0.16 -0.17 0.04
C -0.72044 -0.17203 4.28692 -0.05 -0.01 -0.19
C -0.52274 -2.38253 1.93112 0.10 0.18 -0.01
C 1.55397 -0.90040 1.41746 0.17 0.27 -0.10
C 1.37689 0.70644 2.98320 0.24 -0.27 0.23
C -0.83371 -1.72401 -2.65741 -0.34 -0.04 -0.14
C 2.13559 -1.73346 0.33025 -0.10 0.00 0.04
C 4.15627 -0.42393 -3.39296 -0.04 0.03 0.06
C 3.48799 0.80111 1.47872 -0.18 -0.02 0.02
C -0.91407 -2.27467 -5.13904 -0.10 0.02 0.07
C 4.02800 -1.53219 -5.51895 -0.04 0.05 0.00
C -3.54685 0.01493 1.54212 0.53 0.17 0.33
C 0.34347 -1.18115 2.15485 -0.23 0.01 0.27
C 1.67027 1.80410 3.94647 -0.11 0.02 -0.12
C -1.95700 3.95393 2.69234 -0.03 0.29 0.09
C 2.32491 0.04664 -4.89786 0.01 0.11 0.08
C 2.16808 0.25634 1.93803 0.05 -0.04 0.01
C 0.06121 0.57586 -2.54389 -0.42 -0.45 0.22
C -2.58007 5.10336 3.48143 0.07 -0.14 0.12
H 4.43823 -2.22487 -6.24169 0.01 0.00 0.02
H -0.16301 -0.03136 5.21460 -0.04 0.01 0.03
H -1.45670 -1.48631 -1.79412 0.09 -0.04 0.06
H 2.12674 1.40202 4.85625 -0.01 0.00 0.02
H 0.75572 2.32176 4.24888 0.03 0.03 0.03
H 2.36087 2.53161 3.52362 -0.01 0.03 0.03
H 3.02508 -2.25777 0.69334 0.01 -0.02 -0.04
H -6.32511 -2.19118 4.09574 0.00 0.02 0.02
H 2.37482 -0.97997 -6.77280 0.02 0.00 0.00
H -2.10500 -0.79275 -4.11320 -0.09 -0.04 0.00
H -1.42787 0.66167 4.21261 0.03 0.06 0.08
H -0.07148 -1.61779 -5.36229 0.01 0.00 -0.02
H 5.59294 -1.85072 -4.08594 0.00 0.01 0.00
H 4.66300 -0.22511 -2.45737 -0.01 -0.01 0.01
H 1.43208 -2.48049 -0.03529 0.00 -0.01 -0.03
H -2.53084 -2.45639 -3.72246 -0.03 0.04 0.02
H 3.82078 1.61796 2.11617 0.03 0.01 -0.01
H -1.55750 -2.30196 -6.01719 0.04 0.00 -0.03
H -4.35900 -1.33475 5.09077 -0.02 0.03 0.03
H 3.43730 1.17808 0.45549 0.06 0.00 -0.01
H 1.43346 0.61324 -5.14094 -0.02 -0.03 0.01
H 4.25148 0.02056 1.51677 0.04 0.05 -0.03
H 0.80628 2.38472 -2.19599 0.14 -0.36 -0.34
H -0.35146 -2.68725 -2.49086 0.05 0.03 0.08
H -1.18643 -2.54760 2.77930 -0.04 -0.04 -0.04
H -1.14121 -2.27290 1.03516 -0.02 -0.03 0.00
H 1.12599 -1.02684 -3.09509 0.02 -0.01 -0.01
H -3.30881 -0.34302 4.15376 0.02 0.00 0.01
H -2.53697 6.02708 2.91905 0.01 -0.02 -0.05
H 2.46176 -1.10903 -0.50512 0.03 0.01 -0.04
H -1.27696 -1.10671 4.36862 0.05 0.01 0.02
H -0.52686 -3.28214 -4.97498 0.02 0.00 -0.02
H 0.09093 -3.27604 1.80583 -0.06 -0.05 0.00
H -6.59714 -1.90144 2.41208 0.03 0.01 -0.04
```
Forces are in eV/Å.


(2)
Here is a single C4H10O2 molecule from the Open Molecules 2025 dataset. Energies are from ωB97M-V/def2-TZVPD.

Calculated values
M	90.12	g mol⁻¹
HOMO energy	-10.0	eV
SMILES	C[C@@H](O)CCO
HOMO-LUMO gap	0.4050	Eh
energy relative to the best compared isomer or geometry (same formula, charge and spin)	60.7	kJ/mol
net charge	0

```
16
Properties=species:S:1:pos:R:3:forces:R:3
O -0.15196 -1.08975 1.18161 -0.06 -0.16 -0.11
O 2.09387 -1.17248 -0.35377 0.07 -0.04 0.20
C -2.01226 0.27688 0.42170 -0.02 0.01 -0.01
C -0.50210 0.17363 0.60962 -0.04 0.26 -0.05
C 1.75511 0.17170 -0.63779 -0.04 0.35 -0.13
C 0.24788 0.42098 -0.70135 -0.03 -0.07 -0.02
H -2.34833 -0.41624 -0.35988 0.06 0.08 0.11
H 1.82570 -1.32366 0.56363 0.05 -0.08 -0.17
H -0.18086 0.90793 1.35932 -0.02 -0.08 -0.10
H -2.30567 1.28936 0.12170 0.07 -0.14 0.04
H 2.19445 0.39240 -1.61564 -0.04 0.02 0.14
H 0.07000 1.45811 -1.01701 0.03 -0.15 0.04
H -0.19310 -1.74171 0.46779 -0.09 0.01 0.15
H -0.18139 -0.22365 -1.48270 0.05 0.04 0.10
H 2.21882 0.85412 0.09198 -0.06 -0.10 -0.08
H -2.53016 0.02237 1.35080 0.09 0.06 -0.11
```
Forces are in eV/Å.


(3)
Here is 2 unconnected molecules or ions with the total composition C7H7NO2 from the Open Molecules 2025 dataset. Energies are from ωB97M-V/def2-TZVPD.

Calculated values
M	137.14	g mol⁻¹
HOMO energy	-9.4	eV
SMILES	N=C=C=C=O.O=CC1CC1
HOMO-LUMO gap	0.3607	Eh
energy relative to the best compared isomer or geometry (same formula, charge and spin)	415.2	kJ/mol
net charge	0

```
17
Properties=species:S:1:pos:R:3:forces:R:3
O 0.59018 1.74800 -0.33871 -0.13 -0.12 -0.92
O -2.37725 3.95519 -0.71379 -0.18 -0.64 0.49
N -3.56026 -0.74756 -0.16486 -0.38 1.36 -0.53
C 0.31230 0.68495 -0.87018 -0.02 2.03 2.04
C -3.51499 0.45651 -0.32673 0.89 -3.10 1.46
C 1.48969 -0.45206 1.08849 -0.89 1.39 0.98
C 0.65916 -0.53743 -0.15801 0.38 -1.95 -1.30
C -3.12913 1.66851 -0.42435 -0.63 -0.17 -0.09
C -2.73266 2.86133 -0.52013 0.36 1.46 -0.90
C -0.06054 -0.71014 1.16509 1.20 3.53 -0.15
H 1.95945 0.48995 1.54920 -1.28 -1.20 -1.32
H 2.16450 -1.26033 1.22663 0.06 -0.93 0.22
H -3.89473 -1.56556 0.34333 0.00 1.09 -0.42
H -0.70212 0.20896 1.38528 1.15 -1.34 -0.03
H -0.46620 -1.58814 1.53702 -0.43 -1.76 0.22
H -0.35630 0.69696 -1.71833 -0.11 -0.41 -0.85
H 0.76860 -1.41811 -0.85577 0.00 0.76 1.12
```
Forces are in eV/Å.


no.,largest force on an atom (hartree/bohr)
1,0.0258
2,0.0073
3,0.0726